DFT (ωB97M-V/def2-TZVPD) results for a molecular structure, C27H23IN6S6SeSiV.

Values from the calculation:
net charge = -2
2S+1 = 4
HOMO (alpha / beta) = -1.3 / -2.1 eV
frontier orbital gap (alpha / beta) = 4.5 / 5.4 eV
E_tot = -209341.3168 eV

Atoms and positions in Å:
V1 -0.080 1.378 0.617
C1 3.296 -4.462 0.424
Si1 2.463 -3.388 1.733
C2 1.888 -4.508 3.132
C3 3.779 -2.223 2.360
C4 0.967 -2.614 0.903
C5 0.304 -3.338 -0.074
C6 -0.720 -2.778 -0.836
C7 -0.977 -1.439 -0.651
N1 -0.386 -0.715 0.303
C8 0.510 -1.290 1.157
S1 1.004 -0.306 2.465
H1 4.186 -4.944 0.840
H2 3.609 -3.837 -0.417
H3 2.645 -5.247 0.033
H4 2.725 -5.059 3.573
H5 1.151 -5.232 2.774
H6 1.419 -3.912 3.919
H7 4.676 -2.812 2.584
H8 3.460 -1.690 3.254
H9 4.034 -1.476 1.603
H10 0.604 -4.362 -0.279
H11 -1.236 -3.334 -1.607
H12 -1.685 -0.912 -1.284
S2 -0.545 3.919 7.361
C9 -0.536 3.453 5.760
S3 0.598 4.015 4.603
C10 -0.004 3.167 3.197
C11 -1.084 2.383 3.426
S4 -1.915 1.422 2.232
S5 -1.659 2.355 5.075
S6 0.755 3.435 1.651
I1 -7.901 0.052 0.185
C12 -5.917 0.238 -0.339
C13 -4.871 0.603 0.480
N2 -3.782 0.590 -0.303
N3 -4.033 0.241 -1.567
C14 -5.339 0.023 -1.604
H13 -4.814 0.871 1.521
H14 -2.844 0.823 -0.002
H15 -5.820 -0.274 -2.523
Se1 3.207 1.488 0.543
N4 1.659 1.093 -0.381
C15 2.044 0.301 -1.434
C16 1.191 -0.195 -2.431
C17 1.685 -1.017 -3.428
C18 3.044 -1.358 -3.466
C19 3.915 -0.863 -2.520
C20 3.441 -0.018 -1.492
N5 4.238 0.519 -0.546
H16 0.146 0.078 -2.421
H17 1.011 -1.400 -4.184
H18 3.414 -2.008 -4.251
H19 4.971 -1.104 -2.540
N6 -3.166 5.888 -4.619
C21 -2.716 5.185 -3.824
C22 -2.154 4.308 -2.835
C23 -2.761 4.165 -1.588
C24 -2.212 3.310 -0.648
C25 -1.056 2.541 -0.883
C26 -0.461 2.744 -2.143
C27 -0.986 3.597 -3.103
H20 -3.657 4.730 -1.361
H21 -2.694 3.245 0.321
H22 0.464 2.239 -2.388
H23 -0.493 3.717 -4.060

Okay, here come the Mulliken numbers, in e, for every atom: -0.4750, -1.1439, 0.1059, -1.1519, -0.7874, 0.5861, -0.0201, -1.4015, -0.3069, 0.2588, 0.1984, -0.3957, 0.3450, 0.2983, 0.3391, 0.3020, 0.3258, 0.3104, 0.3417, 0.2965, 0.1983, 0.2200, 0.3838, 0.4402, -0.3695, 0.1120, -0.1309, 0.2893, 0.1375, -0.3558, -0.1212, -0.5158, 0.0343, -0.7164, -0.1161, 1.0461, -0.8630, -0.2400, 0.4432, -0.3062, 0.4311, 0.1712, -0.2528, 0.8978, 0.4010, -1.0730, -0.6477, -0.6795, 0.1974, -0.9622, 0.2634, 0.4116, 0.3385, 0.4452, -0.6453, -0.0497, 0.6001, -0.8852, 0.3310, 1.0434, -0.2951, -1.0563, 0.4221, 0.2738, 0.2903, 0.4333